1.
Density functional theory data (ωB97M-V/def2-TZVPD) for 9 unconnected molecules or ions with the total composition C35H80NO10.

CARTESIAN COORDINATES (ANGSTROEM)
C 6.583 0.325 1.140
O 6.957 -0.463 0.029
C 6.155 -0.255 -1.112
C 6.543 1.030 -1.878
C 5.469 2.131 -1.866
C 4.917 2.540 -3.253
C 3.424 2.242 -3.462
C 2.560 3.492 -3.679
C 2.066 4.092 -2.345
C 0.550 3.978 -2.116
C 0.129 2.910 -1.112
C 0.935 2.925 0.175
O 0.418 2.064 1.156
C -0.918 2.360 1.541
C -1.601 3.361 0.635
N -1.374 3.078 -0.814
C -2.191 1.969 -1.370
C -3.041 1.193 -0.593
C -3.746 0.141 -1.178
C -3.617 -0.145 -2.535
C -2.789 0.664 -3.312
C -2.083 1.714 -2.734
H 7.198 1.225 1.184
H 5.542 0.646 1.073
H 6.702 -0.248 2.053
H 5.095 -0.250 -0.846
H 6.347 -1.115 -1.747
H 7.435 1.394 -1.377
H 6.844 0.763 -2.887
H 4.666 1.845 -1.188
H 5.926 3.008 -1.412
H 5.517 2.043 -4.008
H 5.111 3.602 -3.385
H 3.049 1.655 -2.624
H 3.327 1.610 -4.343
H 3.202 4.232 -4.145
H 1.750 3.292 -4.376
H 2.315 5.149 -2.330
H 2.648 3.645 -1.547
H 0.126 4.943 -1.831
H 0.098 3.720 -3.071
H 0.211 1.922 -1.554
H 1.919 2.550 -0.069
H 1.045 3.945 0.553
H -1.440 1.413 1.605
H -0.914 2.786 2.543
H -2.661 3.405 0.851
H -1.219 4.355 0.847
H -1.681 3.918 -1.304
H -3.191 1.362 0.459
H -4.388 -0.468 -0.564
H -4.158 -0.985 -2.935
H -2.686 0.458 -4.366
H -1.446 2.311 -3.369
C -0.267 -2.417 -1.909
C -1.264 -3.263 -2.683
O -0.630 -4.331 -3.370
H 0.490 -2.013 -2.584
H -0.767 -1.587 -1.401
H 0.249 -3.017 -1.157
H -1.764 -2.659 -3.441
H -2.028 -3.665 -2.007
H -0.199 -4.893 -2.716
C 11.122 3.884 -1.093
C 9.655 4.269 -1.112
O 8.852 3.336 -0.388
H 11.258 2.888 -1.514
H 11.720 4.593 -1.666
H 11.502 3.863 -0.069
H 9.274 4.272 -2.132
H 9.516 5.271 -0.693
H 9.164 3.324 0.522
C 2.526 -0.104 3.677
C 2.740 -1.406 2.928
O 1.613 -1.726 2.111
H 1.633 -0.168 4.299
H 3.380 0.135 4.313
H 2.378 0.718 2.971
H 2.866 -2.234 3.622
H 3.637 -1.347 2.303
H 1.496 -1.007 1.483
C 0.101 -7.370 -5.039
C 0.043 -8.177 -3.756
O -0.920 -7.638 -2.848
H 0.344 -6.330 -4.819
H 0.848 -7.769 -5.726
H -0.869 -7.378 -5.542
H 1.002 -8.151 -3.241
H -0.201 -9.223 -3.967
H -1.776 -7.664 -3.287
C -6.077 -1.541 2.789
C -7.301 -1.081 2.022
O -6.980 -0.708 0.681
H -5.323 -0.750 2.808
H -6.326 -1.809 3.813
H -5.627 -2.414 2.313
H -7.739 -0.200 2.490
H -8.057 -1.872 2.005
H -6.613 -1.486 0.245
C -9.650 -3.897 -1.382
C -8.440 -3.208 -1.981
O -7.233 -3.617 -1.328
H -9.722 -3.678 -0.317
H -10.569 -3.571 -1.870
H -9.570 -4.981 -1.490
H -8.513 -2.129 -1.854
H -8.364 -3.423 -3.051
H -7.153 -4.569 -1.440
C -0.549 4.635 6.383
C -1.563 4.677 5.258
O -0.953 5.017 4.007
H -0.047 5.598 6.477
H -1.028 4.396 7.332
H 0.217 3.881 6.186
H -2.316 5.440 5.447
H -2.073 3.712 5.165
H -0.279 4.354 3.829
C -4.812 -4.165 7.310
C -5.752 -4.083 6.122
O -5.066 -3.718 4.924
H -4.308 -3.211 7.462
H -5.353 -4.425 8.220
H -4.042 -4.921 7.140
H -6.509 -3.317 6.287
H -6.264 -5.039 5.972
H -4.401 -4.391 4.752

Atoms 1-2, force components in eV/Å:
C 0.1118 0.2645 -0.3047
O -0.4237 -0.2952 0.3927

## Properties
HOMO level	-11.124	eV
net charge	+1


2.
Density functional theory data (ωB97M-V/def2-TZVPD) for 3 unconnected molecules or ions with the total composition C35H81BN8O9P2 in a non-equilibrium geometry.

CARTESIAN COORDINATES (ANGSTROEM)
C 0.883 -2.544 2.567
C 2.207 -2.183 3.275
C 3.340 -1.679 2.327
O 2.726 -1.153 1.159
C 3.669 -0.491 0.321
C 2.888 0.055 -0.885
C 2.106 -1.158 -1.485
C 2.946 -2.438 -1.771
C 2.676 -2.889 -3.248
C 2.547 -3.659 -0.891
C 3.821 0.451 -2.087
O 4.697 -0.139 -2.603
O 3.525 1.728 -2.550
C 3.086 2.440 -1.335
C 4.460 2.744 -0.633
C 5.614 3.108 -1.593
B 2.611 3.894 -1.867
O 3.086 4.246 -3.147
N 1.791 4.902 -1.178
C 2.388 5.534 -0.004
C 0.368 4.607 -1.067
C 2.109 1.418 -0.714
C 2.025 1.927 0.792
C 0.917 1.218 1.599
O -0.177 1.666 1.686
O 0.739 1.440 -1.029
C 0.384 1.360 -2.408
C -0.749 0.275 -2.538
N -1.981 0.779 -3.152
C -3.110 0.780 -2.232
C -2.962 1.788 -1.038
C -3.430 1.114 0.263
O -3.838 2.915 -1.266
H 0.326 -1.685 2.173
H 0.985 -3.280 1.759
H 0.232 -3.017 3.323
H 1.990 -1.483 4.095
H 2.576 -3.111 3.744
H 3.933 -2.561 2.027
H 3.926 -0.916 2.868
H 4.168 0.270 0.945
H 4.466 -1.204 0.038
H 1.642 -0.893 -2.447
H 1.256 -1.438 -0.839
H 4.032 -2.311 -1.710
H 2.703 -2.010 -3.912
H 3.444 -3.600 -3.580
H 1.660 -3.312 -3.314
H 1.602 -4.079 -1.266
H 2.397 -3.407 0.166
H 3.367 -4.391 -0.967
H 4.353 3.597 0.063
H 4.826 1.919 0.001
H 6.495 3.294 -0.951
H 5.461 4.030 -2.167
H 5.916 2.280 -2.246
H 2.370 4.013 -3.761
H 2.715 4.861 0.809
H 3.297 6.072 -0.339
H 1.709 6.327 0.347
H 0.080 3.808 -0.361
H -0.166 5.528 -0.771
H -0.030 4.317 -2.057
H 2.981 1.858 1.324
H 1.729 2.984 0.781
H 1.115 0.292 2.173
H 1.189 1.054 -3.087
H -0.063 2.303 -2.764
H -0.985 -0.062 -1.516
H -0.390 -0.622 -3.073
H -1.858 1.671 -3.614
H -4.007 1.067 -2.802
H -3.313 -0.220 -1.817
H -1.936 2.185 -0.961
H -4.508 0.910 0.129
H -2.932 0.156 0.467
H -3.335 1.789 1.125
H -3.264 3.677 -1.404
O -1.435 5.323 4.468
P -2.452 6.285 3.868
N -3.688 5.995 5.032
C -4.936 5.280 4.932
C -3.459 6.550 6.354
N -2.620 5.469 2.369
C -3.868 5.042 1.766
C -1.593 4.475 2.050
N -3.358 7.650 3.166
C -2.484 8.846 3.172
C -4.709 8.071 3.479
H -5.780 5.924 5.218
H -4.962 4.406 5.596
H -5.159 4.925 3.929
H -3.556 7.646 6.347
H -2.460 6.300 6.721
H -4.170 6.164 7.086
H -4.265 4.142 2.247
H -3.718 4.797 0.713
H -4.628 5.823 1.765
H -1.750 3.542 2.599
H -0.598 4.852 2.275
H -1.592 4.243 0.982
H -2.315 9.211 4.191
H -2.903 9.657 2.573
H -1.511 8.597 2.734
H -4.840 8.382 4.523
H -5.442 7.303 3.236
H -4.977 8.923 2.850
O 0.219 -7.200 0.004
P -0.088 -8.271 -1.035
N 0.412 -7.351 -2.402
C -0.349 -6.714 -3.448
C 1.844 -7.160 -2.548
N -1.779 -8.332 -0.744
C -2.822 -8.201 -1.743
C -2.249 -7.708 0.493
N -0.258 -9.744 -2.020
C 0.557 -10.818 -1.405
C -0.155 -9.863 -3.461
H -0.024 -7.067 -4.438
H -0.222 -5.624 -3.442
H -1.416 -6.912 -3.397
H 2.340 -8.097 -2.845
H 2.292 -6.818 -1.611
H 2.086 -6.410 -3.304
H -2.960 -7.159 -2.052
H -3.779 -8.543 -1.339
H -2.650 -8.824 -2.620
H -2.282 -6.616 0.408
H -1.615 -7.975 1.335
H -3.252 -8.063 0.745
H 1.628 -10.617 -1.514
H 0.335 -11.794 -1.839
H 0.331 -10.888 -0.334
H 0.830 -9.585 -3.854
H -0.924 -9.287 -3.975
H -0.341 -10.900 -3.753

Atoms 1-2, force components in eV/Å:
C -0.3457 -0.2745 0.4537
C 0.0418 -0.4267 -0.3894

## Properties
HOMO level	-7.796	eV
net charge	0


3.
Density functional theory data (ωB97M-V/def2-TZVPD) for a molecular structure, C35H84AsF21N6O21S5 in a non-equilibrium geometry.

CARTESIAN COORDINATES (ANGSTROEM)
C -3.885 1.773 -2.581
N -3.519 3.186 -3.021
C -2.123 3.354 -2.746
C -3.782 3.232 -4.560
C -4.399 4.195 -2.264
C -5.907 4.138 -2.696
O -6.009 5.120 -3.802
H -4.860 1.416 -2.922
H -3.885 1.750 -1.499
H -3.077 1.170 -2.966
H -1.553 2.681 -3.386
H -1.872 3.043 -1.732
H -1.845 4.371 -2.966
H -4.851 3.119 -4.697
H -3.256 2.429 -5.045
H -3.507 4.229 -4.869
H -3.941 5.173 -2.344
H -4.327 3.868 -1.211
H -6.510 4.448 -1.826
H -6.201 3.130 -2.991
H -6.939 5.076 -4.087
C 4.328 0.519 0.677
N 5.685 1.051 0.336
C 5.865 0.870 -1.194
C 5.705 2.516 0.688
C 6.694 0.178 1.047
C 8.169 0.462 0.721
O 8.603 1.773 0.949
H 3.582 1.120 0.155
H 4.129 0.689 1.736
H 4.220 -0.493 0.287
H 5.065 1.426 -1.689
H 5.786 -0.185 -1.350
H 6.862 1.242 -1.426
H 4.869 2.974 0.149
H 6.617 2.958 0.322
H 5.758 2.665 1.747
H 6.614 -0.854 0.735
H 6.639 0.269 2.131
H 8.386 0.185 -0.309
H 8.697 -0.235 1.382
H 8.970 2.074 0.108
C 0.762 -0.012 6.461
N -0.438 0.842 6.021
C -1.516 0.850 7.057
C 0.087 2.258 5.820
C -0.938 0.295 4.699
C -1.833 -0.899 4.712
O -1.139 -1.945 5.393
H 1.579 0.223 5.790
H 0.517 -1.064 6.450
H 1.072 0.385 7.434
H -1.606 -0.159 7.429
H -2.443 1.279 6.710
H -1.218 1.491 7.899
H -0.790 2.877 5.647
H 0.764 2.264 4.960
H 0.552 2.523 6.766
H -0.009 0.118 4.143
H -1.484 1.106 4.232
H -2.014 -1.241 3.691
H -2.812 -0.680 5.184
H -1.831 -2.621 5.524
C 3.573 -2.985 2.769
N 2.139 -3.368 2.424
C 1.418 -3.613 3.711
C 1.564 -2.227 1.684
C 2.228 -4.625 1.615
C 0.866 -5.218 1.233
O 0.295 -4.607 0.072
H 4.089 -3.726 3.398
H 3.659 -2.038 3.281
H 4.125 -2.905 1.841
H 0.343 -3.702 3.495
H 1.544 -2.766 4.380
H 1.735 -4.539 4.171
H 0.612 -2.453 1.241
H 2.200 -1.919 0.893
H 1.581 -1.320 2.290
H 2.713 -5.330 2.293
H 2.809 -4.414 0.718
H 0.172 -5.218 2.070
H 1.080 -6.265 0.977
H 0.953 -4.524 -0.644
C -4.913 -3.656 0.311
N -4.479 -2.258 0.109
C -3.060 -2.225 -0.335
C -5.195 -1.611 -1.101
C -4.624 -1.372 1.350
C -5.858 -1.584 2.244
O -7.063 -1.542 1.518
H -4.762 -4.156 -0.643
H -5.982 -3.593 0.520
H -4.358 -3.998 1.177
H -2.708 -1.205 -0.423
H -2.971 -2.781 -1.267
H -2.389 -2.719 0.374
H -4.935 -2.256 -1.926
H -4.758 -0.641 -1.231
H -6.285 -1.557 -0.963
H -4.631 -0.343 0.943
H -3.735 -1.551 1.986
H -5.734 -0.962 3.131
H -5.768 -2.621 2.668
H -7.337 -0.575 1.428
C 0.081 -1.557 -5.068
N 1.401 -1.236 -4.351
C 1.126 -1.212 -2.884
C 2.308 -2.393 -4.615
C 2.067 0.055 -4.819
C 1.133 1.296 -4.733
O 0.099 1.186 -5.719
H -0.643 -0.762 -4.884
H -0.304 -2.498 -4.678
H 0.221 -1.590 -6.150
H 0.224 -0.635 -2.662
H 1.950 -0.741 -2.353
H 0.924 -2.200 -2.552
H 2.641 -2.351 -5.644
H 1.739 -3.296 -4.392
H 3.149 -2.389 -3.925
H 2.317 -0.081 -5.861
H 2.910 0.256 -4.151
H 1.757 2.185 -4.850
H 0.703 1.299 -3.712
H 0.390 1.676 -6.497
As 4.280 0.625 4.925
F 2.981 0.438 3.818
F 5.235 -0.452 4.039
F 5.514 0.747 6.130
F 3.325 1.746 5.832
F 3.614 -0.680 5.757
F 4.894 1.873 3.918
C -0.415 2.478 0.920
F 0.341 3.230 0.070
F 0.181 2.515 2.142
F -1.604 3.131 1.159
S -0.665 0.679 0.394
O 0.685 0.206 0.345
O -1.552 0.149 1.406
O -1.275 0.953 -0.894
C -3.832 -1.015 -5.192
F -3.467 -1.503 -3.967
F -3.155 0.142 -5.329
F -3.371 -1.857 -6.081
S -5.731 -0.670 -5.329
O -5.721 0.387 -6.287
O -6.136 -1.950 -5.748
O -5.962 -0.320 -3.982
C 3.158 4.511 -2.382
F 3.285 5.683 -1.742
F 2.610 3.646 -1.480
F 2.197 4.686 -3.323
S 4.726 3.883 -3.185
O 4.335 2.537 -3.508
O 4.967 4.771 -4.273
O 5.601 3.964 -2.038
C -6.871 3.536 1.438
F -6.095 4.458 0.872
F -6.337 3.234 2.636
F -8.015 4.211 1.676
S -7.048 2.023 0.308
O -7.968 2.459 -0.664
O -5.682 1.819 -0.063
O -7.505 1.052 1.257
C 5.948 -4.222 -0.587
F 5.736 -4.295 0.716
F 6.875 -3.274 -0.701
F 6.441 -5.372 -1.021
S 4.411 -3.618 -1.478
O 4.175 -2.461 -0.664
O 4.862 -3.433 -2.833
O 3.421 -4.689 -1.295

Atoms 1-2, force components in eV/Å:
C 0.1094 0.3738 0.2071
N -2.7481 -1.1776 -1.3156

## Properties
HOMO level	-9.099	eV
net charge	0
energy above the lowest of the compared OMol25 structures with the same formula, charge and spin	12.30	kJ/mol